No. 1
This record from the OMol25 dataset describes C7H10O in the gas phase. The level of theory is the ωB97M-V functional and the def2-TZVPD basis.

ORCA input file:
```
! wB97M-V def2-TZVPD RIJCOSX def2/J DEFGRID3
* xyz 0 1
C 1.109 1.397 -0.284
C -0.571 -0.611 -0.463
C 0.788 0.008 0.252
C -1.939 0.742 1.062
C -1.717 0.190 -0.202
C -0.519 -1.776 -1.104
C 1.825 -0.883 0.363
O -1.131 0.579 2.035
H 0.161 0.183 1.355
H -2.691 1.535 1.157
H -2.362 0.471 -1.023
H 1.955 1.822 0.262
H 1.365 1.358 -1.346
H 0.249 2.052 -0.151
H -1.430 -2.247 -1.449
H 0.410 -2.307 -1.269
H 1.662 -1.892 0.718
H 2.838 -0.623 0.086
*
```

Computed properties:
**HOMO level (alpha / beta)**: -7.712 / -7.672 eV
**DFT total energy**: -9464.0838 eV
**ΔE to the lowest compared entry with this formula, charge and spin**: 4.477 eV
**Largest force on an atom**: 1.898 eV/Å
**LUMO (alpha / beta)**: -1.3 / -1.3 eV
**Orbital gap (alpha / beta)**: 6.4 / 6.3 eV

=====

No. 2
This record from the OMol25 dataset describes C7H10O in the gas phase. The level of theory is the ωB97M-V functional and the def2-TZVPD basis.

ORCA input file:
```
! wB97M-V def2-TZVPD RIJCOSX def2/J DEFGRID3
* xyz 0 1
C -2.563 0.273 0.685
C -1.765 0.682 -0.257
C -0.389 0.190 -0.480
C 0.119 -1.096 0.311
C 1.675 -0.908 0.116
C 1.950 0.525 -0.147
O 1.304 1.359 0.776
C 0.719 1.231 -0.439
H -3.604 0.490 0.618
H -2.131 -0.440 1.321
H -2.250 1.289 -0.946
H -0.569 -0.145 -1.597
H -0.216 -2.108 -0.081
H -0.088 -1.154 1.412
H 2.227 -1.432 1.005
H 1.838 -1.535 -0.702
H 3.024 0.672 -0.553
H 0.720 2.108 -1.042
*
```

Computed properties:
**HOMO level**: -9.570 eV
**DFT total energy**: -9465.6552 eV
**SMILES**: C=C[C@@H]1CC[C@@H]2O[C@H]12
**ΔE to the lowest compared entry with this formula, charge and spin**: 2.905 eV
**Largest force on an atom**: 3.720 eV/Å
**LUMO**: 1.1 eV
**Orbital gap**: 10.6 eV

=====

No. 3
This record from the OMol25 dataset describes C7H10O2 in the gas phase. The level of theory is the ωB97M-V functional and the def2-TZVPD basis.

ORCA input file:
```
! wB97M-V def2-TZVPD RIJCOSX def2/J DEFGRID3
* xyz 0 1
C 0.238 -1.057 -0.296
C 0.949 0.008 -1.035
C 0.624 -1.456 1.096
C 0.530 2.006 0.573
C -1.978 -0.115 -0.338
C 0.015 0.985 -0.393
C -1.404 1.013 -0.721
O -0.226 -2.097 -1.068
O -2.663 -0.989 0.070
H -1.115 -2.366 -0.783
H 0.842 -0.075 -2.116
H 1.993 0.158 -0.752
H -1.933 1.880 -1.107
H 1.099 -0.639 1.638
H -0.254 -1.787 1.659
H 1.329 -2.294 1.063
H -0.027 2.940 0.459
H 0.384 1.689 1.612
H 1.597 2.199 0.439
*
```

Computed properties:
**HOMO level (alpha / beta)**: -7.312 / -7.311 eV
**DFT total energy**: -11512.4671 eV
**ΔE to the lowest compared entry with this formula, charge and spin**: 3.389 eV
**Largest force on an atom**: 1.235 eV/Å
**LUMO (alpha / beta)**: 0.7 / 0.7 eV
**Orbital gap (alpha / beta)**: 8.0 / 8.0 eV

=====

No. 4
This record from the OMol25 dataset describes C7H10O2 in the gas phase. The level of theory is the ωB97M-V functional and the def2-TZVPD basis.

ORCA input file:
```
! wB97M-V def2-TZVPD RIJCOSX def2/J DEFGRID3
* xyz 0 1
C -0.961 0.688 2.153
C 0.183 0.597 -2.713
C 0.353 -1.453 0.449
C 0.215 0.169 -1.305
C -0.255 1.193 -0.297
C 0.548 -1.094 -0.867
C 0.799 -2.074 1.504
O -0.800 0.137 0.866
O -1.019 2.137 -0.586
H 0.746 1.484 0.163
H 0.741 -1.888 -1.581
H -1.458 1.657 2.065
H 0.011 0.808 2.651
H -1.588 0.016 2.744
H -0.820 0.989 -2.920
H 0.448 -0.193 -3.413
H 0.843 1.461 -2.841
H 1.816 -2.448 1.531
H 0.198 -2.186 2.396
*
```

Computed properties:
**HOMO level**: -8.202 eV
**DFT total energy**: -11511.0257 eV
**ΔE to the lowest compared entry with this formula, charge and spin**: 4.831 eV
**Largest force on an atom**: 2.016 eV/Å
**LUMO**: -1.0 eV
**Orbital gap**: 7.2 eV

=====

No. 5
This record from the OMol25 dataset describes C7H10O2 in the gas phase. The level of theory is the ωB97M-V functional and the def2-TZVPD basis.

ORCA input file:
```
! wB97M-V def2-TZVPD RIJCOSX def2/J DEFGRID3
* xyz 0 1
C 1.284 -0.577 0.388
C 1.848 -1.737 0.542
C -1.987 0.303 1.634
C -1.564 -0.271 0.517
C 1.306 1.680 -0.184
C -0.510 0.150 -0.355
C -0.788 -0.194 -1.799
O 1.934 0.596 0.519
O -0.043 1.492 -0.015
H 2.778 -1.841 0.976
H 1.374 -2.641 0.287
H -2.745 -0.005 2.372
H -1.525 1.220 1.963
H -1.834 -1.340 0.376
H 1.495 2.508 0.428
H 1.574 1.658 -1.210
H -1.653 0.234 -2.211
H -0.888 -1.234 -1.791
H -0.057 -0.002 -2.437
*
```

Computed properties:
**HOMO level**: -8.870 eV
**DFT total energy**: -11511.6961 eV
**ΔE to the lowest compared entry with this formula, charge and spin**: 4.160 eV
**Largest force on an atom**: 4.763 eV/Å
**LUMO**: 0.8 eV
**Orbital gap**: 9.7 eV

=====

No. 6
This record from the OMol25 dataset describes a 2-piece molecular cluster, C7H10O3 overall. The level of theory is the ωB97M-V functional and the def2-TZVPD basis.

ORCA input file:
```
! wB97M-V def2-TZVPD RIJCOSX def2/J DEFGRID3
* xyz 0 1
O 2.278 1.977 1.999
C 2.356 0.909 1.417
O 1.331 0.399 0.762
C 3.560 0.022 1.551
C 4.294 -0.313 0.448
C 3.794 -0.783 -0.842
C 4.769 -1.449 -1.493
C 6.108 -1.279 -0.844
C 5.794 -0.492 0.442
H 1.367 -0.653 0.611
H 4.089 0.165 2.497
H 2.804 -0.566 -1.241
H 4.643 -1.926 -2.467
H 6.812 -0.759 -1.510
H 6.556 -2.263 -0.630
H 6.268 0.501 0.445
H 6.139 -1.006 1.349
O 1.496 -2.184 0.646
H 2.479 -2.064 1.037
H 0.963 -2.576 1.344
*
```

Computed properties:
**HOMO level**: -8.845 eV
**DFT total energy**: -13562.4977 eV
**SMILES**: O=C(O)/C=C1\C=CCC1.O
**ΔE to the lowest compared entry with this formula, charge and spin**: 0.819 eV
**Largest force on an atom**: 3.275 eV/Å
**LUMO**: 0.2 eV
**Orbital gap**: 9.0 eV

=====

No. 7
This record from the OMol25 dataset describes a 2-piece molecular cluster, C7H10O3 overall. The level of theory is the ωB97M-V functional and the def2-TZVPD basis.

ORCA input file:
```
! wB97M-V def2-TZVPD RIJCOSX def2/J DEFGRID3
* xyz 0 1
C 0.663 0.714 -2.546
C 0.851 0.386 -1.394
C 1.048 -0.075 -0.043
C 0.752 0.728 1.017
C 0.030 2.036 0.938
O -1.258 1.644 1.368
C 1.554 -1.499 0.092
C 0.247 -2.236 0.198
O -0.456 -2.675 -0.705
H 0.511 0.980 -3.577
H 1.030 0.371 2.013
H 0.432 2.752 1.668
H 0.025 2.436 -0.087
H -1.769 1.109 0.657
H 2.113 -1.606 1.031
H 2.106 -1.847 -0.789
H -0.188 -2.210 1.223
O -2.542 0.067 -0.397
H -1.891 -0.684 -0.714
H -3.261 -0.391 0.050
*
```

Computed properties:
**HOMO level**: -8.934 eV
**DFT total energy**: -13560.3538 eV
**SMILES**: C#C/C(=C\CO)CC=O.O
**ΔE to the lowest compared entry with this formula, charge and spin**: 2.963 eV
**Largest force on an atom**: 2.994 eV/Å
**LUMO**: 0.4 eV
**Orbital gap**: 9.4 eV

=====

No. 8
This record from the OMol25 dataset describes C7H10O4SSi as an isolated structure. The level of theory is the ωB97M-V functional and the def2-TZVPD basis.

ORCA input file:
```
! wB97M-V def2-TZVPD RIJCOSX def2/J DEFGRID3
* xyz 0 1
C -2.380 0.710 -0.235
C -1.325 -1.191 -1.210
C -1.167 1.264 0.098
C -0.035 -0.661 -0.899
C -2.458 -0.576 -0.851
C 0.028 0.525 -0.200
C -3.797 -1.150 -0.923
O 2.154 0.065 1.403
O 2.604 1.206 -0.661
O 4.644 0.009 0.464
O 1.589 2.427 1.122
Si 3.813 -0.160 1.796
S 1.653 1.182 0.421
H -3.225 1.348 -0.201
H -1.282 -2.131 -1.711
H -0.967 2.325 0.381
H 0.800 -1.257 -1.204
H -3.827 -2.292 -1.103
H -4.186 -1.305 0.128
H -4.588 -0.450 -1.407
H 3.760 -1.450 2.327
H 4.102 0.537 -0.267
H 4.090 1.026 2.732
*
```

Computed properties:
**HOMO level**: -9.896 eV
**DFT total energy**: -34324.6617 eV
**ΔE to the lowest compared entry with this formula, charge and spin**: 0.000 eV
**Largest force on an atom**: 3.616 eV/Å
**LUMO**: 0.2 eV
**Orbital gap**: 10.1 eV

=====

No. 9
This record from the OMol25 dataset describes C7H10S in the gas phase. The level of theory is the ωB97M-V functional and the def2-TZVPD basis.

ORCA input file:
```
! wB97M-V def2-TZVPD RIJCOSX def2/J DEFGRID3
* xyz 0 1
C 2.360 -1.185 0.135
C 1.323 -0.372 -0.001
C 1.255 0.910 -0.783
C 0.436 1.818 0.105
C -0.611 0.926 0.736
C -1.842 0.603 -0.159
S -1.360 -1.178 -0.329
C 0.008 -0.528 0.696
H 3.343 -1.048 -0.375
H 2.296 -2.051 0.800
H 0.806 0.685 -1.754
H 2.265 1.311 -0.940
H 0.059 2.665 -0.454
H 1.023 2.263 0.915
H -0.993 1.237 1.753
H -1.836 1.079 -1.124
H -2.808 0.699 0.311
H 0.034 -1.019 1.757
*
```

Computed properties:
**HOMO level**: -8.571 eV
**DFT total energy**: -18255.2915 eV
**SMILES**: C=C1CC[C@H]2CS[C@@H]12
**ΔE to the lowest compared entry with this formula, charge and spin**: 0.924 eV
**Largest force on an atom**: 2.573 eV/Å
**LUMO**: 1.0 eV
**Orbital gap**: 9.5 eV

=====

No. 10
This record from the OMol25 dataset describes C7H10S as an isolated structure. The level of theory is the ωB97M-V functional and the def2-TZVPD basis.

ORCA input file:
```
! wB97M-V def2-TZVPD RIJCOSX def2/J DEFGRID3
* xyz 0 1
C -1.080 1.872 -0.041
C 0.093 1.322 0.230
C 0.268 -0.124 0.315
C 1.295 0.711 -0.392
C -1.419 -0.732 -0.432
C 2.687 0.770 0.188
C -1.833 -2.031 0.183
S -2.432 0.722 0.067
H -1.321 2.886 -0.302
H 0.487 -0.688 1.202
H 1.289 0.771 -1.477
H -1.326 -0.749 -1.514
H 2.666 0.816 1.274
H 3.208 1.646 -0.198
H 3.243 -0.118 -0.108
H -2.892 -2.208 -0.006
H -1.677 -2.018 1.260
H -1.257 -2.848 -0.248
*
```

Computed properties:
**HOMO level**: -7.793 eV
**DFT total energy**: -18252.7014 eV
**ΔE to the lowest compared entry with this formula, charge and spin**: 3.514 eV
**Largest force on an atom**: 4.656 eV/Å
**LUMO**: 0.6 eV
**Orbital gap**: 8.4 eV

=====

No. 11
This record from the OMol25 dataset describes C7H10S in the gas phase. The level of theory is the ωB97M-V functional and the def2-TZVPD basis.

ORCA input file:
```
! wB97M-V def2-TZVPD RIJCOSX def2/J DEFGRID3
* xyz 0 1
C 0.073 0.124 1.198
C -0.640 -0.561 2.103
C 1.053 -0.420 0.304
C -2.463 1.432 -1.995
C -0.049 0.693 -1.534
C 0.947 -0.143 -0.989
C 2.062 -1.289 0.992
S -1.578 0.579 -0.956
H -0.255 1.150 1.230
H -1.458 -0.073 2.570
H -3.491 1.725 -1.823
H -2.275 1.979 -2.950
H -0.014 1.243 -2.569
H -0.573 -1.645 2.242
H 1.791 -0.470 -1.600
H 1.364 -1.844 1.688
H 2.699 -0.637 1.730
H 2.808 -1.843 0.359
*
```

Computed properties:
**HOMO level (alpha / beta)**: -6.858 / -6.919 eV
**DFT total energy**: -18251.6684 eV
**ΔE to the lowest compared entry with this formula, charge and spin**: 4.547 eV
**Largest force on an atom**: 3.167 eV/Å
**LUMO (alpha / beta)**: 0.2 / 0.0 eV
**Orbital gap (alpha / beta)**: 7.0 / 6.9 eV

=====

No. 12
This record from the OMol25 dataset describes C7H10S in the gas phase. The level of theory is the ωB97M-V functional and the def2-TZVPD basis.

ORCA input file:
```
! wB97M-V def2-TZVPD RIJCOSX def2/J DEFGRID3
* xyz 0 1
C 0.158 2.658 1.331
C 0.210 1.487 0.706
S 1.353 0.120 1.108
C 0.370 -0.877 -0.075
C 0.712 -2.322 -0.287
C 0.154 0.066 -1.337
C -0.696 0.935 -0.374
C -1.068 -0.481 0.300
H -0.522 3.415 1.059
H 0.877 2.973 2.099
H -0.012 -2.885 -0.891
H 1.695 -2.466 -0.785
H 0.831 -2.807 0.681
H -0.392 -0.463 -2.123
H 1.048 0.478 -1.791
H -1.396 1.642 -0.730
H -1.484 -0.434 1.375
H -1.839 -1.039 -0.264
*
```

Computed properties:
**HOMO level**: -8.179 eV
**DFT total energy**: -18254.8207 eV
**SMILES**: C=C1S[C@]2(C)C[C@H]1C2
**ΔE to the lowest compared entry with this formula, charge and spin**: 1.395 eV
**Largest force on an atom**: 2.396 eV/Å
**LUMO**: 0.9 eV
**Orbital gap**: 9.0 eV